DFT (wB97M-V/def2-TZVPD) results for a molecular structure, C22H30N3O3PRe in a non-equilibrium geometry.

Last column: Mulliken charge in e.
Cartesian coordinates (Å):
1 Re 0.37344 -0.05791 -0.17176  1.877
2 C 1.55149 -0.69393 1.30085  0.179
3 O 2.20962 -1.09418 2.18183  -0.218
4 C -1.02385 -1.30730 0.23803  -0.147
5 O -1.87585 -2.07940 0.49172  -0.304
6 C -0.71178 1.02250 -1.44810  0.293
7 O -1.37795 1.68532 -2.13755  -0.198
8 C 1.88338 -3.25132 -1.18459  0.713
9 P 1.34253 -1.50910 -1.61443  0.334
10 H 3.28108 -1.04572 -2.90440  0.858
11 H 2.45211 -3.12967 -0.24837  0.502
12 C 0.75665 -1.69228 -3.38167  0.452
13 H 1.46740 -2.42461 -3.78853  0.352
14 C 2.80531 -3.87738 -2.23866  -1.628
15 H 3.63125 -3.22782 -2.54816  0.425
16 H 2.24895 -4.19579 -3.13256  0.449
17 H 3.24926 -4.77966 -1.79288  0.463
18 C 0.70569 -4.18199 -0.90759  -1.262
19 H 0.06192 -4.29687 -1.78718  0.203
20 C 2.78922 0.81992 -1.88381  -0.769
21 H 0.08931 -3.83772 -0.06970  0.362
22 H 1.10431 -5.17498 -0.65790  0.446
23 C 4.11364 -1.13483 -0.91452  -1.461
24 H 1.86666 1.11656 -1.30542  0.058
25 H 3.62437 1.32161 -1.39069  0.439
26 H 2.67230 1.22060 -2.90025  0.254
27 C 3.01526 -0.69572 -1.89741  -0.119
28 H 4.91142 -0.38069 -0.93864  0.489
29 H 4.56626 -2.09898 -1.17858  0.366
30 H 3.72979 -1.19227 0.11300  0.235
31 C 0.86357 -0.42818 -4.24202  -1.338
32 H 0.16923 0.35411 -3.90355  0.255
33 H 0.57575 -0.71246 -5.26563  0.465
34 H 1.87810 -0.01162 -4.28681  0.358
35 C -0.65167 -2.28808 -3.45894  -1.201
36 H -1.38320 -1.67809 -2.90811  0.314
37 H -0.69799 -3.31464 -3.07913  0.202
38 H -0.95250 -2.31188 -4.51566  0.448
39 H 3.39002 2.41257 0.82902  0.202
40 H 2.65156 2.21064 0.80374  -0.254
41 N -7.34065 3.57555 6.40391  -0.109
42 C -6.37808 3.39553 5.76168  -0.174
43 C -5.20103 3.16694 4.96631  0.587
44 C -4.85431 1.85844 4.59688  -0.971
45 C -3.71727 1.62675 3.81521  -0.608
46 C -2.95887 2.71681 3.35669  2.366
47 C -3.29196 4.02657 3.73540  -0.571
48 C -4.40743 4.24684 4.55190  -0.947
49 N -1.82186 2.49098 2.55612  0.338
50 C -0.96318 3.46069 2.01396  -0.347
51 C -0.09295 2.81894 1.19326  -0.923
52 N -0.40667 1.45849 1.21047  -0.473
53 C -1.41575 1.28151 2.06461  -0.338
54 H -5.47554 1.02353 4.92924  0.502
55 H -3.41832 0.60371 3.59188  0.328
56 H -2.68051 4.87027 3.42100  0.347
57 H -4.66922 5.25985 4.86748  0.508
58 H -1.08823 4.51136 2.16857  0.452
59 H 0.72522 3.21375 0.62202  0.643
60 H -1.89945 0.33475 2.29840  0.297

multiplicity	4
charge	+4
HOMO level (alpha / beta)	-21.552 / -21.713	eV
Kohn-Sham gap (alpha / beta)	7.141 / 4.799	eV
relative energy (zero: lowest compared OMol25 entry of this formula, charge and spin)	0.00	kJ/mol


DFT (wB97M-V/def2-TZVPD) results for C5H7NOS in the gas phase in a non-equilibrium geometry.

Last column: Mulliken charge in e.
Cartesian coordinates (Å):
1 C -1.63222 0.99761 -0.13046  -0.853
2 C -0.58904 0.03394 0.32350  0.804
3 C 0.68136 0.49635 0.90574  -0.938
4 C -0.81001 -1.26928 0.05840  -0.207
5 C 0.17466 -2.27323 0.43726  0.043
6 H -1.62794 1.00559 -2.05650  0.303
7 H -1.36744 2.03364 -0.00753  0.426
8 H -2.52735 0.80842 0.49924  0.246
9 H 1.27783 -0.31617 1.25490  0.484
10 H 0.49411 1.22156 1.73534  0.324
11 H 1.89615 0.55907 -1.08610  0.138
12 H -1.74079 -1.63829 -0.43525  0.364
13 N 0.96585 -3.03668 0.81132  -0.460
14 O -2.18539 0.65067 -1.38447  -0.479
15 S 1.71057 1.52908 -0.25464  -0.194

HOMO level	-9.711	eV
Kohn-Sham gap	9.784	eV
relative energy (zero: lowest compared OMol25 entry of this formula, charge and spin)	160.58	kJ/mol


DFT (wB97M-V/def2-TZVPD) results for 2 unconnected molecules or ions with the total composition C2H8N2O2 in a non-equilibrium geometry.

Last column: Mulliken charge in e.
Cartesian coordinates (Å):
1 N -2.19238 -0.06733 0.30253  -0.257
2 C -2.94895 0.21322 -0.85102  -0.260
3 N -3.79260 -0.86197 -1.57748  -0.385
4 H -2.35728 -1.03553 0.48852  0.255
5 H -1.22875 0.20530 0.09408  0.327
6 H -3.50268 1.13809 -0.67282  0.354
7 H -2.17430 0.45898 -1.53796  0.303
8 H -3.61793 -1.94480 -1.24444  0.357
9 H -4.76540 -0.62714 -1.53980  0.306
10 O 5.82822 1.78234 1.66112  -0.346
11 C 5.24080 0.88090 1.14409  0.192
12 O 4.96847 -0.31686 1.90526  -0.433
13 H 4.80160 0.99682 0.07065  0.278
14 H 5.74118 -0.82201 1.75728  0.309

multiplicity	2
charge	+1
HOMO level (alpha / beta)	-12.839 / -12.839	eV
Kohn-Sham gap (alpha / beta)	9.082 / 3.756	eV
relative energy (zero: lowest compared OMol25 entry of this formula, charge and spin)	259.44	kJ/mol


Question: Which value of relative energy (zero: lowest compared OMol25 entry of this formula, charge and spin) does entry 1 give?
Answer: 0.00 kJ/mol